295
Properties=species:S:1:pos:R:3 method="wB97M-V/def2-TZVPD" multiplicity=1 homo_ev=-7.8 gap_ev=2.98 total_energy_ev=-160041.041 total_charge=+2
C 7.8502 0.5602 -2.6327
N 7.7130 -0.6588 -3.5440
C 7.5336 -0.3023 -4.9201
C 8.9920 -1.5194 -3.4221
C 6.3884 -1.4579 -3.1300
C 6.3656 -2.1595 -1.7765
O 7.0364 -3.4699 -1.9538
H 7.0937 1.3311 -2.7795
H 8.7891 1.0609 -2.8687
H 7.9485 0.0829 -1.6576
H 6.6601 0.3415 -5.0230
H 7.5174 -1.2162 -5.5139
H 8.3113 0.4064 -5.2050
H 8.9235 -1.8941 -2.4008
H 9.8993 -0.9159 -3.3948
H 8.9934 -2.2582 -4.2234
H 6.2018 -2.1145 -3.9798
H 5.6007 -0.7216 -3.2894
H 5.3858 -2.5236 -1.4675
H 6.7799 -1.5492 -0.9741
H 6.5830 -3.9870 -2.6236
C -0.3591 2.0321 -4.8269
N 0.3762 3.3994 -4.9373
C 1.2682 3.3229 -6.2040
C -0.6553 4.5090 -5.2757
C 1.2336 3.7560 -3.7146
C 1.9517 2.7451 -2.8393
O 2.7001 1.7624 -3.5242
H -0.6964 1.8762 -5.8516
H -1.2436 2.2173 -4.2174
H 0.3200 1.2162 -4.5795
H 1.8112 2.3834 -6.1008
H 1.8046 4.2716 -6.2222
H 0.6846 3.2813 -7.1236
H -1.1234 3.9434 -6.0814
H -0.1656 5.4627 -5.4731
H -1.4665 4.5888 -4.5521
H 0.4609 4.2918 -3.1632
H 1.8669 4.5968 -3.9975
H 1.2645 2.1896 -2.2012
H 2.5649 3.2985 -2.1280
H 3.3813 1.5201 -2.8927
C 2.2867 4.3841 2.1299
N 2.6787 5.6671 2.8431
C 1.4984 6.6374 3.0550
C 3.2230 5.2989 4.2305
C 3.7102 6.5164 1.9971
C 4.9580 5.7030 1.5538
O 5.6659 6.5245 0.6318
H 2.2702 4.6783 1.0805
H 1.3587 3.9757 2.5300
H 3.0930 3.6656 2.2773
H 1.9896 7.5046 3.4963
H 0.7553 6.2959 3.7756
H 0.9716 6.7657 2.1094
H 3.5896 6.2392 4.6423
H 4.0061 4.5450 4.1499
H 2.4684 4.8640 4.8859
H 3.9571 7.3692 2.6295
H 3.1674 7.0155 1.1944
H 4.6308 4.7853 1.0652
H 5.5365 5.2900 2.3801
H 6.6043 6.3295 0.6867
C 4.8565 -8.3915 -1.0562
N 4.5508 -7.0018 -0.4755
C 5.8650 -6.1818 -0.4180
C 3.4746 -6.2505 -1.3033
C 3.9618 -7.1836 0.9833
C 3.9523 -5.9640 1.9840
O 3.3531 -4.8393 1.3622
H 5.5864 -9.0074 -0.5309
H 5.0236 -8.1977 -2.1157
H 3.9105 -8.9097 -0.8994
H 6.5231 -6.7044 0.2762
H 5.6894 -5.1465 -0.1260
H 6.2955 -6.2299 -1.4183
H 3.5395 -5.1720 -1.1590
H 2.4617 -6.5434 -1.0270
H 3.7969 -6.4634 -2.3225
H 4.6831 -7.9092 1.3592
H 2.9970 -7.6699 0.8397
H 4.9348 -5.6814 2.3619
H 3.3324 -6.1765 2.8550
H 2.4022 -4.9698 1.3426
C -0.5953 3.2012 0.3114
C -0.6999 1.7543 0.8963
C -0.0551 0.7244 -0.0207
N -0.2412 -0.6739 0.5066
C -1.7130 -1.0029 0.7752
C 0.6817 -1.0175 1.7080
C 2.0989 -1.2781 1.2156
C 1.8651 -1.8606 -0.1825
C 0.4788 -1.6423 -0.5355
H 0.4772 3.3531 0.1901
H -1.1989 3.8231 0.9726
H -1.0312 3.2142 -0.6875
H -1.7595 1.5675 1.0709
H -0.2837 1.8871 1.8949
H 0.9608 0.9124 -0.3682
H -0.5809 0.7150 -0.9755
H -2.3063 -0.6490 -0.0679
H -2.2081 -0.6779 1.6902
H -1.8385 -2.0819 0.6850
H 0.3334 -1.9523 2.1471
H 0.5339 -0.2521 2.4698
H 2.4218 -2.0755 1.8849
H 2.7166 -0.3802 1.1980
H 1.9434 -2.9431 -0.2827
H 2.4073 -1.3960 -1.0061
H -0.1117 -2.5532 -0.4370
H 0.3933 -1.1372 -1.4976
C 4.0690 0.1020 -8.2885
C 3.8237 -1.1939 -7.4852
C 2.3186 -1.3714 -7.2880
N 1.8715 -2.5816 -6.4017
C 0.4830 -2.9119 -6.9932
C 1.9092 -2.1681 -4.9155
C 2.9068 -3.0979 -4.2241
C 2.7398 -4.4526 -5.0457
C 2.6858 -3.8915 -6.4294
H 3.6621 0.9041 -7.6727
H 3.5079 0.1961 -9.2182
H 5.1384 0.2717 -8.4130
H 4.2526 -1.0849 -6.4891
H 4.3816 -2.0557 -7.8516
H 1.8875 -1.4988 -8.2810
H 1.9168 -0.4167 -6.9488
H 0.0027 -2.0222 -6.5859
H 0.1429 -3.8534 -6.5618
H 0.4012 -2.9644 -8.0789
H 0.8978 -2.3480 -4.5512
H 2.1029 -1.1008 -4.8085
H 2.5868 -3.2011 -3.1873
H 3.9383 -2.7463 -4.2448
H 1.8272 -5.0065 -4.8257
H 3.5461 -5.1859 -5.0616
H 2.3522 -4.5579 -7.2248
H 3.6881 -3.6065 -6.7493
C 7.4386 -3.5559 5.0254
C 5.9967 -3.1293 4.6588
C 5.4495 -1.9436 5.5750
N 4.2436 -1.1212 4.9476
C 4.6074 -0.4499 3.6038
C 3.7396 -0.0829 6.0183
C 2.8479 -0.9092 6.9293
C 2.2837 -2.0183 5.9680
C 3.0205 -1.9954 4.6909
H 8.1932 -2.8183 4.7520
H 7.6366 -4.4843 4.4898
H 7.5351 -3.7760 6.0886
H 5.2766 -3.9442 4.5843
H 6.0113 -2.6218 3.6942
H 6.3085 -1.2903 5.7284
H 5.0657 -2.3214 6.5226
H 4.7771 -1.1049 2.7492
H 5.4126 0.2602 3.7922
H 3.7754 0.1893 3.3084
H 3.2249 0.6553 5.4034
H 4.6391 0.3946 6.4069
H 1.9690 -0.3469 7.2447
H 3.2228 -1.3322 7.8613
H 1.2061 -1.9579 5.8161
H 2.3532 -3.0013 6.4340
H 2.4337 -1.3710 4.0172
H 3.2937 -2.9647 4.2737
C -3.7576 2.6993 -1.7528
C -3.6228 4.1566 -1.2906
N -4.6502 5.1782 -1.8465
C -4.8035 4.9905 -3.3839
C -5.9929 4.9092 -1.1107
C -7.2613 5.7428 -1.5048
C -4.2482 6.6843 -1.7332
C -3.7039 7.1926 -0.3374
O -4.4953 6.7177 0.7216
C -4.0880 7.1351 1.9877
H -4.6832 2.1248 -1.7148
H -3.1410 2.0674 -1.1135
H -3.5600 2.6765 -2.8245
H -2.6972 4.6213 -1.6304
H -3.5092 4.0776 -0.2094
H -3.7632 5.0113 -3.7088
H -5.2824 5.8704 -3.8135
H -5.2684 4.0065 -3.4451
H -5.7732 4.9643 -0.0445
H -6.2608 3.8776 -1.3389
H -7.1836 6.7651 -1.1348
H -8.1935 5.2408 -1.2458
H -7.3280 5.9340 -2.5759
H -5.0527 7.3606 -2.0222
H -3.3442 6.8989 -2.3032
H -3.6418 8.2759 -0.4406
H -2.6377 7.0201 -0.1902
H -4.1138 8.2247 1.9743
H -3.1147 6.7869 2.3335
H -4.8674 6.8984 2.7120
C -4.1331 -4.5432 -0.9734
C -5.6881 -4.9087 -0.9647
N -6.6738 -3.8285 -0.2008
C -6.5001 -2.5847 -0.9974
C -8.0684 -4.4297 -0.2733
C -8.6505 -4.6760 -1.6501
C -6.1344 -3.6891 1.2449
C -7.0929 -3.1169 2.3170
O -7.5667 -1.9630 1.7084
C -8.2571 -1.0554 2.5490
H -4.1485 -3.6016 -1.5222
H -3.5168 -5.2067 -1.5801
H -3.7849 -4.6243 0.0563
H -5.7988 -5.8146 -0.3688
H -5.9944 -5.1098 -1.9913
H -5.4988 -2.1547 -1.0224
H -7.1206 -1.8367 -0.5038
H -6.8201 -2.8771 -1.9975
H -8.7492 -3.6855 0.1399
H -7.9654 -5.3741 0.2611
H -8.2090 -5.4839 -2.2335
H -8.6833 -3.7325 -2.1951
H -9.6049 -5.1346 -1.3915
H -5.2856 -3.0563 0.9856
H -5.6741 -4.5782 1.6760
H -6.6299 -3.0309 3.3000
H -7.9932 -3.7262 2.3968
H -9.1295 -1.5624 2.9614
H -8.6103 -0.1483 2.0586
H -7.6624 -0.6518 3.3684
C -3.7608 2.9305 7.2800
C -3.8341 1.6053 6.4243
N -4.3367 1.9127 4.9467
C -5.5955 2.8662 4.9239
C -3.1350 2.5803 4.1650
C -3.6171 3.3561 2.8796
C -5.0018 0.6251 4.2649
C -4.0122 -0.4897 3.9887
O -3.4945 -0.9523 5.1955
C -2.4591 -1.9630 5.1181
H -3.3245 2.6632 8.2425
H -4.7540 3.3680 7.3814
H -3.1405 3.7307 6.8762
H -4.5138 0.8416 6.8023
H -2.8438 1.1522 6.3801
H -6.3573 2.4723 5.5966
H -6.0364 2.9972 3.9357
H -5.2180 3.8301 5.2652
H -2.3332 1.8498 4.0573
H -2.6471 3.3428 4.7721
H -4.2284 2.7843 2.1814
H -2.7343 3.8911 2.5297
H -4.2186 4.2191 3.1653
H -5.3257 1.0451 3.3127
H -5.8494 0.3510 4.8931
H -3.1673 -0.1144 3.4113
H -4.5079 -1.3349 3.5112
H -2.6743 -2.7740 4.4224
H -2.1982 -2.1984 6.1499
H -1.5358 -1.5743 4.6885
O -6.3141 0.6462 -0.6579
C -5.8153 1.0075 0.4924
O -6.5331 1.6393 1.3098
O -4.7159 0.4752 0.7414
H -5.5735 0.0424 -0.7498
O -1.7383 -2.7095 -4.0015
C -1.9309 -1.5566 -3.3839
O -1.3207 -0.5651 -3.7261
O -2.8570 -1.4661 -2.5732
H -2.4674 -2.9895 -3.4432
O 1.0069 5.4245 -0.9454
C 0.1105 6.4049 -1.1710
O 0.1789 7.2958 -0.3402
O -0.7841 6.3008 -1.9802
H 1.1468 6.0354 -0.2182
O 0.0366 -5.3857 0.5088
C -0.2144 -4.7094 1.6104
O -1.3934 -4.4575 1.7981
O 0.6768 -4.6449 2.4297
H -0.9139 -5.2802 0.4248
O 0.5560 0.9808 5.9202
C 0.8387 2.0093 5.1471
O 0.6206 3.1108 5.6800
O 1.2895 1.8611 4.0051
H 0.3503 1.6887 6.5353
O -5.3494 0.3505 -3.5945
C -6.3419 -0.3993 -4.2626
O -6.3273 -1.6547 -4.1348
O -7.1679 0.1979 -5.0395
H -4.8074 -0.3579 -3.2394
O 3.9358 2.2827 0.1928
C 4.7612 1.4808 -0.4458
O 4.5998 1.2167 -1.6155
O 5.5952 0.8878 0.2477
H 4.5740 2.1239 0.8921
O -3.3736 -6.5159 2.9157
C -4.5082 -6.1180 3.4755
O -4.4892 -5.0237 4.0899
O -5.5797 -6.7588 3.4572
H -3.0689 -5.6626 3.2331

32
Properties=species:S:1:pos:R:3 method="wB97M-V/def2-TZVPD" s2=0.7523 multiplicity=2 homo_ev="-0.5 / -6.4" gap_ev="3.42 / 9.31" total_energy_ev=-63781.242 total_charge=-1
C -1.6279 -0.3966 1.3195
Cl -2.8554 -1.1353 2.4378
Cl -0.3538 -1.5154 0.7994
Cl -2.5774 0.1428 -0.0631
Cl -0.8739 0.9761 2.1908
C -3.0558 -5.1331 -2.3401
C -3.6696 -4.6931 -1.0304
O -2.6422 -4.4008 -0.0835
H -2.2678 -5.8616 -2.1490
H -2.6906 -4.3776 -3.0358
H -3.8021 -5.7024 -2.8942
H -4.3412 -5.4562 -0.6369
H -4.2488 -3.7956 -1.2476
H -2.3759 -3.4800 -0.0299
C 0.7065 5.0943 1.0167
C 1.3406 3.6985 0.7855
O 1.9582 3.8346 -0.4835
H 1.3472 5.9470 0.7917
H 0.3267 5.1578 2.0364
H -0.0923 5.3274 0.3126
H 0.6693 2.8472 0.8982
H 2.0995 3.4417 1.5246
H 1.5281 4.5542 -0.9512
C 3.4746 0.3625 0.9600
C 2.8243 0.2600 -0.4489
O 2.9652 1.3179 -1.3480
H 2.8356 1.1292 1.3983
H 4.4288 0.8889 0.9833
H 3.3601 -0.5156 1.5956
H 1.7629 0.0125 -0.4651
H 3.2553 -0.6350 -0.8975
H 2.5922 2.1057 -0.9456

71
Properties=species:S:1:pos:R:3 method="wB97M-V/def2-TZVPD" multiplicity=1 homo_ev=-10.1 gap_ev=7.24 relative_energy_kcal_mol=22.5 total_energy_ev=-67685.369 total_charge=+1
Pd 0.0231 -0.0066 1.4884
S -7.8213 0.0461 1.0711
N -6.7507 -1.1586 1.0888
C -5.5604 -0.6133 1.2742
C -4.3064 -1.3327 1.3447
C -4.2218 -2.7136 1.1719
C -2.9864 -3.3145 1.2342
C -1.8721 -2.5184 1.4719
N -1.9341 -1.2060 1.6490
C -3.1337 -0.5999 1.5741
C -3.1845 0.8625 1.7144
N -2.0238 1.4844 1.9164
C -2.0113 2.8058 1.9703
C -3.1587 3.5874 1.8578
C -4.3686 2.9545 1.6810
C -4.3941 1.5622 1.6044
C -5.6050 0.7999 1.3985
N -6.8279 1.2938 1.3047
H -5.1233 -3.2817 0.9851
H -2.8670 -4.3791 1.0947
H -0.8851 -2.9615 1.5197
H -1.0413 3.2720 2.1115
H -3.0895 4.6647 1.9080
H -5.2930 3.5089 1.5902
N 0.0567 0.0205 3.6262
C 1.4401 -0.2203 4.0611
C 2.2927 0.7101 3.2225
N 2.0371 0.4059 1.8015
H -0.2398 0.9591 3.8813
H -0.6258 -0.6082 4.0370
H 1.6920 -1.2578 3.8334
H 1.5934 -0.0631 5.1304
H 3.3515 0.6232 3.4708
H 1.9948 1.7448 3.4039
H 2.5279 -0.4456 1.5341
H 2.3862 1.1447 1.1950
N -0.1996 0.0751 -0.4545
P 1.0467 -0.0596 -1.3707
C 2.0762 -1.5685 -1.0913
C 2.9724 -2.0038 -2.0684
C 3.7562 -3.1311 -1.8745
C 3.6499 -3.8563 -0.6971
C 2.7407 -3.4547 0.2701
C 1.9542 -2.3258 0.0733
C 2.2385 1.3392 -1.2696
C 1.8007 2.4726 -0.5848
C 2.6229 3.5859 -0.4629
C 3.8856 3.5806 -1.0385
C 4.3195 2.4656 -1.7434
C 3.4997 1.3528 -1.8617
C 0.6254 -0.1664 -3.1217
C 0.7142 0.9437 -3.9554
C 0.2810 0.8626 -5.2715
C -0.2484 -0.3238 -5.7553
C -0.3497 -1.4324 -4.9238
C 0.0805 -1.3528 -3.6104
H 3.0471 -1.4709 -3.0086
H 4.4423 -3.4471 -2.6492
H 4.2550 -4.7396 -0.5434
H 2.6277 -4.0339 1.1786
H 1.2166 -2.0563 0.8309
H 0.7975 2.4643 -0.1695
H 2.2716 4.4628 0.0662
H 4.5261 4.4481 -0.9502
H 5.2979 2.4645 -2.2054
H 3.8541 0.4940 -2.4158
H 1.1256 1.8741 -3.5843
H 0.3569 1.7277 -5.9168
H -0.5862 -0.3862 -6.7814
H -0.7655 -2.3577 -5.3001
H -0.0033 -2.2162 -2.9610

18
Properties=species:S:1:pos:R:3 method="wB97M-V/def2-TZVPD" multiplicity=1 homo_ev=-9.7 gap_ev=8.67 relative_energy_kcal_mol=0.0 total_energy_ev=-44529.923
C -1.0419 0.8299 0.6273
N -1.4357 -0.9995 -1.7782
N 0.1778 -1.5806 1.1972
N -1.5079 1.9686 1.1751
N -0.5641 0.9260 -0.7052
N -0.4162 -0.2238 -1.4063
O -1.2152 -0.2704 1.1923
O -0.8763 -1.9268 -2.3609
O 0.1509 -2.1948 0.1684
O 1.8268 -0.4093 -0.3862
O 1.6495 -0.7025 -2.8654
O 1.1127 0.9417 1.5512
O 2.6079 -1.0299 1.8988
S 1.0358 -1.2979 -1.6851
S 1.5218 -0.4259 1.1340
H -1.4281 2.8754 0.9187
H -1.7702 2.0008 2.2370
H 0.1724 1.5188 -0.9127

15
Properties=species:S:1:pos:R:3 method="wB97M-V/def2-TZVPD" smiles="O=S(=O)(NS)C1CC1" multiplicity=1 homo_ev=-9.4 gap_ev=10.02 relative_energy_kcal_mol=80.9 total_energy_ev=-30477.060
C -0.3786 -1.9439 -0.1214
C -0.6149 -0.9589 -1.2691
C 0.3557 -0.6269 -0.2403
N 0.2348 2.1877 0.4862
O -1.7399 0.4348 0.9996
O 0.3827 0.2126 2.2702
S 1.6874 2.2066 -0.3072
S -0.2642 0.4500 1.0238
H -1.1024 -1.8269 0.5716
H 0.1187 -2.9545 -0.2019
H -0.4141 -1.0152 -2.3773
H -1.5330 -0.5573 -1.1422
H 1.3727 -0.5671 -0.4163
H -0.5426 2.4724 0.0022
H 2.4376 2.4866 0.7223

Copy entry 2 word for word.
32
Properties=species:S:1:pos:R:3 method="wB97M-V/def2-TZVPD" s2=0.7523 multiplicity=2 homo_ev="-0.5 / -6.4" gap_ev="3.42 / 9.31" total_energy_ev=-63781.242 total_charge=-1
C -1.6279 -0.3966 1.3195
Cl -2.8554 -1.1353 2.4378
Cl -0.3538 -1.5154 0.7994
Cl -2.5774 0.1428 -0.0631
Cl -0.8739 0.9761 2.1908
C -3.0558 -5.1331 -2.3401
C -3.6696 -4.6931 -1.0304
O -2.6422 -4.4008 -0.0835
H -2.2678 -5.8616 -2.1490
H -2.6906 -4.3776 -3.0358
H -3.8021 -5.7024 -2.8942
H -4.3412 -5.4562 -0.6369
H -4.2488 -3.7956 -1.2476
H -2.3759 -3.4800 -0.0299
C 0.7065 5.0943 1.0167
C 1.3406 3.6985 0.7855
O 1.9582 3.8346 -0.4835
H 1.3472 5.9470 0.7917
H 0.3267 5.1578 2.0364
H -0.0923 5.3274 0.3126
H 0.6693 2.8472 0.8982
H 2.0995 3.4417 1.5246
H 1.5281 4.5542 -0.9512
C 3.4746 0.3625 0.9600
C 2.8243 0.2600 -0.4489
O 2.9652 1.3179 -1.3480
H 2.8356 1.1292 1.3983
H 4.4288 0.8889 0.9833
H 3.3601 -0.5156 1.5956
H 1.7629 0.0125 -0.4651
H 3.2553 -0.6350 -0.8975
H 2.5922 2.1057 -0.9456